(1)
# C3H8O

A cluster of 2 separate species, C3H8O in total in a non-equilibrium geometry (wB97M-V/def2-TZVPD, OMol25).

Properties
* structure (SMILES): CC=O.C
* HOMO level: -10.00 eV

Structure (XYZ):
```
12
C3H8O, DFT wB97M-V/def2-TZVPD
C -0.367 -2.154 -0.601
C 0.876 -1.387 -0.973
O 0.961 -0.802 -2.015
H -0.967 -2.449 -1.454
H -0.978 -1.510 0.041
H -0.228 -3.074 -0.033
H 1.660 -1.439 -0.190
C -0.166 2.511 1.093
H -0.565 1.518 1.242
H -0.284 2.761 0.029
H 0.854 2.695 1.406
H -0.797 3.329 1.455
```



(2)
# C3H8O

The molecule C3H8O (wB97M-V/def2-TZVPD, OMol25).

Properties
* structure (SMILES): CCOC
* HOMO level: -9.72 eV

Structure (XYZ):
```
12
C3H8O, DFT wB97M-V/def2-TZVPD
C -1.760 0.146 0.036
C -0.372 -0.280 -0.443
O 0.561 0.701 -0.034
C 1.817 0.173 0.290
H -2.374 0.594 -0.749
H -2.307 -0.697 0.466
H -1.617 0.891 0.823
H -0.320 -0.399 -1.537
H -0.116 -1.259 -0.008
H 1.763 -0.451 1.197
H 2.237 -0.432 -0.527
H 2.488 1.015 0.484
```



(3)
# C3H8O

A cluster of 2 separate species, C3H8O in total (wB97M-V/def2-TZVPD, OMol25).

Properties
* structure (SMILES): [H][H].C=CCO
* HOMO level: -9.67 eV

Structure (XYZ):
```
12
C3H8O, DFT wB97M-V/def2-TZVPD
H 0.215 1.435 1.943
H 0.087 0.734 2.156
C -0.121 1.304 -1.145
C -0.580 0.183 -0.601
C 0.283 -0.982 -0.210
O -0.246 -1.557 0.972
H 0.944 1.464 -1.306
H -0.787 2.107 -1.446
H -1.646 0.041 -0.423
H 1.322 -0.647 -0.067
H 0.280 -1.719 -1.030
H 0.249 -2.364 1.156
```



(4)
# C3H8O

The molecule C3H8O in a non-equilibrium geometry (wB97M-V/def2-TZVPD, OMol25).

Properties
* structure (SMILES): CCCO
* HOMO level: -10.33 eV

Structure (XYZ):
```
12
C3H8O, DFT wB97M-V/def2-TZVPD
C -1.499 0.118 0.001
C -0.087 -0.429 -0.297
C 0.985 0.487 0.231
O 2.200 -0.217 0.128
H -1.519 0.743 0.907
H -2.218 -0.687 0.135
H -1.879 0.756 -0.812
H 0.285 -1.472 0.077
H 0.057 -0.526 -1.379
H 0.774 0.826 1.263
H 0.947 1.365 -0.423
H 1.889 -1.156 0.147
```



(5)
# C3H8O2

The molecule C3H8O2 in a non-equilibrium geometry (wB97M-V/def2-TZVPD, OMol25).

Properties
* structure (SMILES): COCCO
* HOMO level: -9.89 eV

Structure (XYZ):
```
13
C3H8O2, DFT wB97M-V/def2-TZVPD
C 0.959 1.177 -0.853
O 0.145 0.057 -1.053
C 0.162 -0.934 -0.113
C -0.738 -0.530 1.125
O -1.932 0.036 0.722
H 1.036 1.425 -2.020
H 0.415 2.003 -0.187
H 2.032 0.917 -0.418
H -0.327 -1.803 -0.568
H 1.133 -1.262 0.181
H -0.102 0.181 1.789
H -0.964 -1.556 1.673
H -1.819 0.288 -0.277
```



(6)
# C3H8O2

The molecule C3H8O2 in a non-equilibrium geometry (wB97M-V/def2-TZVPD, OMol25).

Properties
* structure (SMILES): COCCO
* HOMO level: -9.85 eV

Structure (XYZ):
```
13
C3H8O2, DFT wB97M-V/def2-TZVPD
C -0.188 1.555 0.891
O 0.387 0.980 -0.327
C 0.809 -0.394 0.012
C -0.305 -1.293 -0.563
O -0.371 -1.164 -1.969
H -0.163 2.669 0.932
H -1.255 1.239 0.858
H 0.420 1.126 1.862
H 1.803 -0.537 -0.448
H 0.900 -0.559 1.136
H -1.262 -1.121 -0.059
H -0.098 -2.324 -0.238
H -0.677 -0.175 -2.088
```



(7)
# C3H8O2

The molecule C3H8O2 in a non-equilibrium geometry (wB97M-V/def2-TZVPD, OMol25).

Properties
* structure (SMILES): CC(C)(O)O
* HOMO level: -10.24 eV

Structure (XYZ):
```
13
C3H8O2, DFT wB97M-V/def2-TZVPD
C -0.701 1.252 0.531
C 0.255 0.206 -0.128
C -0.380 -1.152 -0.489
O 1.445 -0.206 0.774
O 0.845 0.799 -1.236
H -1.593 1.224 -0.110
H -0.953 0.876 1.517
H -0.093 2.137 0.704
H -0.956 -1.145 -1.371
H -1.167 -1.473 0.361
H 0.400 -1.843 -0.441
H 1.202 -0.907 1.403
H 1.698 0.232 -1.517
```



(8)
# C3H8O2

A cluster of 3 separate species, C3H8O2 in total in a non-equilibrium geometry (wB97M-V/def2-TZVPD, OMol25).

Properties
* HOMO level: -8.44 eV

Structure (XYZ):
```
13
C3H8O2, DFT wB97M-V/def2-TZVPD
C 0.472 1.718 0.137
C -0.499 -0.053 0.716
O -1.687 0.206 0.075
C 0.419 -1.088 0.060
O -0.481 -1.935 -0.683
H 0.762 2.170 -0.866
H 1.332 1.668 0.784
H -0.305 2.340 0.551
H -0.619 -0.381 1.791
H -1.708 -0.596 -0.739
H 1.195 -0.600 -0.551
H 1.049 -1.762 0.660
H 0.032 -1.643 -1.931
```



(9)
# C3H8O2

A cluster of 2 separate species, C3H8O2 in total in a non-equilibrium geometry (wB97M-V/def2-TZVPD, OMol25).

Properties
* structure (SMILES): C/C=C/O.O
* HOMO level: -8.52 eV

Structure (XYZ):
```
13
C3H8O2, DFT wB97M-V/def2-TZVPD
C 2.022 -0.095 -0.261
C 0.500 -0.402 -0.087
C -0.288 -0.460 -1.150
O -1.557 -0.037 -1.246
H 2.142 0.938 -0.728
H 2.558 -0.891 -0.793
H 2.404 -0.062 0.771
H 0.031 -0.438 0.953
H -0.046 -0.944 -2.127
H -1.631 -0.258 -0.229
O -2.115 0.530 1.796
H -1.844 1.424 2.226
H -2.176 0.695 0.876
```



(10)
# C3H8O2

The ion C3H8O2 with charge +1 in a non-equilibrium geometry (wB97M-V/def2-TZVPD, OMol25).

Properties
* net charge: +1
* multiplicity: 2
* HOMO level (alpha / beta): -16.81 / -15.28 eV

Structure (XYZ):
```
13
C3H8O2, DFT wB97M-V/def2-TZVPD
C 0.390 -0.922 0.681
O 0.259 -2.250 0.114
C 0.564 0.071 -0.444
C -0.667 0.905 -0.430
O -0.250 2.198 -0.225
H -0.445 -0.716 1.414
H 1.115 -1.051 1.451
H -0.512 -2.201 -0.654
H 1.518 0.622 -0.290
H 0.584 -0.369 -1.382
H -1.188 0.903 -1.425
H -1.410 0.632 0.391
H 0.042 2.178 0.799
```



(11)
# C3H8O2S

A structure of composition C3H8O2S in a non-equilibrium geometry (wB97M-V/def2-TZVPD, OMol25).

Properties
* net charge: -2
* HOMO level: 0.31 eV

Structure (XYZ):
```
14
C3H8O2S, DFT wB97M-V/def2-TZVPD
C 0.006 -0.446 -0.433
O 0.154 -0.197 -1.804
C -0.985 0.444 0.441
C -0.528 0.812 1.918
S -1.523 2.115 2.742
H -0.298 -1.440 -0.270
H 0.974 -0.270 0.191
H -1.898 -0.162 0.502
H -1.077 1.494 -0.135
H 0.540 1.304 1.922
H -0.734 0.031 2.649
H 1.000 -0.824 -2.243
H 2.553 -1.414 -2.459
O 1.816 -1.447 -3.021
```



(12)
# C3H8O2S

A cluster of 2 separate species, C3H8O2S in total in a non-equilibrium geometry (wB97M-V/def2-TZVPD, OMol25).

Properties
* structure (SMILES): O=CO.CSC
* HOMO level: -8.46 eV

Structure (XYZ):
```
14
C3H8O2S, DFT wB97M-V/def2-TZVPD
O -1.726 -3.800 0.985
C -1.640 -2.635 0.720
O -0.484 -2.005 0.517
H -2.485 -1.943 0.679
H 0.230 -2.663 0.624
C 1.149 0.953 0.842
S 1.743 1.625 -0.732
C 0.202 1.954 -1.624
H 0.716 1.673 1.489
H 0.535 0.089 0.627
H 2.080 0.619 1.305
H 0.302 2.934 -2.092
H -0.637 1.981 -0.943
H 0.013 1.218 -2.399
```



(13)
# C3H8O2S2

A cluster of 2 separate species, C3H8O2S2 in total (wB97M-V/def2-TZVPD, OMol25).

Properties
* structure (SMILES): CSSC.O=CO
* HOMO level: -9.00 eV

Structure (XYZ):
```
15
C3H8O2S2, DFT wB97M-V/def2-TZVPD
C -0.068 1.805 -0.830
S 0.159 0.731 -2.257
S 0.021 -1.167 -1.461
C 1.553 -1.253 -0.514
H -1.092 1.819 -0.500
H 0.592 1.576 -0.001
H 0.196 2.788 -1.223
H 1.648 -0.368 0.110
H 1.564 -2.133 0.125
H 2.392 -1.299 -1.206
O -0.184 -0.067 1.980
C -1.317 -0.441 1.956
O -2.079 -0.543 0.864
H -1.865 -0.706 2.870
H -1.520 -0.742 0.088
```



(14)
# C3H8O2S2

A cluster of 2 separate species, C3H8O2S2 in total in a non-equilibrium geometry (wB97M-V/def2-TZVPD, OMol25).

Properties
* HOMO level (alpha / beta): -8.04 / -7.09 eV

Structure (XYZ):
```
15
C3H8O2S2, DFT wB97M-V/def2-TZVPD
C 0.252 1.623 1.567
C 0.085 -1.181 -0.143
C 0.144 -0.725 -1.545
O -0.642 0.534 -1.528
O 1.555 -0.420 -1.957
S -0.940 1.170 2.595
S -1.319 -1.534 0.784
H 0.085 1.377 0.550
H 1.045 2.165 2.037
H 0.963 -1.899 -0.081
H 0.008 -1.469 -2.362
H -0.636 0.911 -2.443
H 2.044 -0.018 -1.284
H -1.962 0.930 1.789
H -0.682 -1.462 2.021
```



(15)
# C3H8O2Si

The molecule C3H8O2Si in a non-equilibrium geometry (wB97M-V/def2-TZVPD, OMol25).

Properties
* HOMO level: -9.62 eV

Structure (XYZ):
```
14
C3H8O2Si, DFT wB97M-V/def2-TZVPD
C 0.571 -0.545 0.344
C -0.162 -1.574 -0.415
C 1.835 -0.138 0.243
O -0.481 0.194 0.934
O -0.107 2.563 -0.498
Si -1.302 1.678 -0.371
H -0.183 -1.249 -1.486
H 0.386 -2.458 -0.303
H -1.137 -1.784 0.151
H 2.415 -0.814 -0.220
H 2.288 0.790 0.780
H -0.013 0.745 1.571
H -2.227 1.989 0.567
H -1.884 0.602 -1.296
```



(16)
# C3H8O3

A cluster of 2 separate species, C3H8O3 in total in a non-equilibrium geometry (wB97M-V/def2-TZVPD, OMol25).

Properties
* structure (SMILES): CCC(=O)O.O
* HOMO level: -10.66 eV

Structure (XYZ):
```
14
C3H8O3, DFT wB97M-V/def2-TZVPD
C -1.100 -1.094 -1.681
C -0.791 -0.514 -0.322
C 0.597 0.133 -0.130
O 1.176 0.365 0.886
O 1.157 0.476 -1.346
H -0.561 -0.606 -2.498
H -2.133 -0.845 -1.999
H -0.854 -2.133 -1.844
H -1.466 0.191 0.180
H -0.688 -1.315 0.446
H 1.926 1.031 -1.193
O 0.906 1.319 3.541
H 0.547 2.140 3.201
H 1.283 0.853 2.759
```



(17)
# C3H8O3

A cluster of 2 separate species, C3H8O3 in total in a non-equilibrium geometry (wB97M-V/def2-TZVPD, OMol25).

Properties
* structure (SMILES): C=COO.CO
* HOMO level: -9.04 eV

Structure (XYZ):
```
14
C3H8O3, DFT wB97M-V/def2-TZVPD
C 0.769 -0.426 -1.389
C -0.486 -0.500 -0.973
O -1.342 0.792 -0.849
O -2.730 0.483 -1.021
H 1.202 -1.273 -1.894
H 1.371 0.456 -1.249
H -1.160 -1.337 -1.070
H -3.088 1.334 -1.309
C 1.233 -0.006 1.805
O -0.104 -0.172 1.365
H 1.884 -0.746 1.333
H 1.252 -0.185 2.879
H 1.613 0.996 1.586
H -0.415 0.585 0.788
```



(18)
# C3H8O3S2

A cluster of 2 separate species, C3H8O3S2 in total in a non-equilibrium geometry (wB97M-V/def2-TZVPD, OMol25).

Properties
* multiplicity: 3
* HOMO level (alpha / beta): -6.75 / -10.13 eV

Structure (XYZ):
```
16
C3H8O3S2, DFT wB97M-V/def2-TZVPD
C 2.978 -1.523 0.510
C -2.933 1.287 -0.688
C 0.106 -0.556 0.015
O -0.973 2.363 1.337
O 2.607 -0.767 -0.630
O -1.709 1.961 -1.037
S 1.091 -1.158 -1.225
S -0.435 2.094 0.033
H 3.060 -0.820 1.266
H 3.826 -2.195 0.542
H 2.165 -2.175 0.812
H -2.840 0.444 -1.354
H -3.814 1.806 -0.946
H -2.792 0.925 0.292
H -0.881 -0.975 0.065
H 0.543 -0.713 1.010
```